Formula: C20H48N5OPS
Source: the Open Molecules 2025 dataset
Level of theory: the ωB97M-V functional and the def2-TZVPD basis

Cartesian coordinates (Å):
C (1.4762, 3.3514, 2.2590)
C (1.8741, 3.2234, 3.7348)
C (0.7352, 3.6367, 4.6679)
C (-0.4618, 2.7187, 4.4496)
C (-0.5424, 1.6080, 5.5040)
C (-1.3443, 0.4029, 4.9731)
C (-0.6229, -0.9136, 5.3080)
C (-0.7196, -1.9662, 4.2147)
C (-0.0269, -1.4580, 2.9524)
C (0.1259, -2.5300, 1.8888)
C (0.7150, -1.9200, 0.6000)
C (-0.3309, -1.6993, -0.4879)
C (-0.9852, -0.3205, -0.3701)
N (-2.0089, -0.0287, -1.3581)
C (-1.5683, -0.3454, -2.7008)
P (-3.0669, -0.1176, -3.8022)
C (-2.8321, -1.2009, -5.2816)
C (-2.8988, 1.6301, -4.3605)
C (-1.6693, 1.9242, -5.2238)
C (-1.0102, -1.7485, -2.7933)
N (0.1931, -1.9549, -1.9007)
S (0.5612, -3.7069, -1.9144)
C (1.3639, -1.0839, -2.2191)
C (2.0280, -1.1450, -3.6034)
N (3.0931, -0.1117, -3.4426)
N (2.6190, -2.4430, -3.8868)
N (1.2325, -0.7620, -4.7561)
H (0.7891, 4.1933, 2.1602)
H (0.9060, 2.4803, 1.9476)
H (2.3459, 3.4743, 1.6273)
H (2.7223, 3.8801, 3.8920)
H (2.1950, 2.2150, 3.9803)
H (1.0815, 3.5884, 5.6946)
H (0.4488, 4.6649, 4.4438)
H (-1.3932, 3.2857, 4.4872)
H (-0.3977, 2.2440, 3.4757)
H (0.4681, 1.3160, 5.7706)
H (-1.0200, 1.9989, 6.3984)
H (-2.3291, 0.3666, 5.4255)
H (-1.4621, 0.5499, 3.9053)
H (-1.0718, -1.3160, 6.2132)
H (0.4360, -0.7673, 5.4829)
H (-1.7542, -2.2103, 3.9624)
H (-0.2372, -2.8954, 4.5111)
H (0.9636, -1.0737, 3.1884)
H (-0.6169, -0.6273, 2.5747)
H (0.8440, -3.2450, 2.2769)
H (-0.8213, -3.0371, 1.7127)
H (1.0827, -0.9380, 0.8902)
H (1.5882, -2.4708, 0.2622)
H (-1.1123, -2.4381, -0.3404)
H (-1.4175, -0.2648, 0.6183)
H (-0.2058, 0.4387, -0.4136)
H (-2.8809, -0.4990, -1.1369)
H (-0.8327, 0.4086, -2.9850)
H (-2.0051, -0.9048, -5.9227)
H (-2.7068, -2.2096, -4.9136)
H (-3.7573, -1.1563, -5.8391)
H (-3.8025, 1.8592, -4.9149)
H (-2.8546, 2.2471, -3.4712)
H (-1.5680, 3.0004, -5.3348)
H (-1.7781, 1.5372, -6.2299)
H (-0.7440, 1.5854, -4.7704)
H (-1.7797, -2.4193, -2.4279)
H (-0.8021, -2.0748, -3.7991)
H (0.7093, -3.8268, -3.2440)
H (2.1397, -1.2458, -1.4844)
H (1.0604, -0.0564, -2.0746)
H (4.0071, -0.5167, -3.6010)
H (2.9722, 0.5939, -4.1603)
H (3.1798, -2.3597, -4.7304)
H (3.2685, -2.6625, -3.1356)
H (0.8519, -1.5700, -5.2337)
H (0.5019, -0.0976, -4.5390)
O (4.5324, 1.5886, 3.9635)
H (4.3275, 2.3276, 3.3866)

Summary:
LUMO energy = -1.19 eV
Calculated total energy = -51135.033 eV
HOMO energy = -4.01 eV

---

Formula: C27H64N4O7
Source: the Open Molecules 2025 dataset
Level of theory: the ωB97M-V functional and the def2-TZVPD basis

Cartesian coordinates (Å):
C (-0.4101, -0.9920, -3.0892)
C (-0.2292, -0.0471, -4.2849)
C (1.2227, -0.1211, -4.7669)
C (-1.0930, -0.5047, -5.4590)
C (-2.5932, -0.2592, -5.2665)
C (-2.8428, 1.2130, -4.9186)
C (-1.9535, 1.7293, -3.7954)
C (-2.0303, 3.2706, -3.8258)
C (-2.5258, 1.2797, -2.4431)
N (-0.5844, 1.3209, -4.0511)
O (0.3445, 1.9740, -3.1878)
H (0.3130, -1.8103, -3.1020)
H (-0.2534, -0.4629, -2.1436)
H (-1.3902, -1.4638, -3.0110)
H (1.3885, 0.3024, -5.7542)
H (1.9155, 0.2941, -4.0317)
H (1.5013, -1.1787, -4.8020)
H (-0.8216, 0.0884, -6.3442)
H (-0.8914, -1.5358, -5.7592)
H (-3.1241, -0.5420, -6.1726)
H (-2.9288, -0.8567, -4.4123)
H (-3.8802, 1.2602, -4.5729)
H (-2.7708, 1.8226, -5.8224)
H (-1.3925, 3.6418, -4.6313)
H (-1.6499, 3.7032, -2.9019)
H (-3.0702, 3.5425, -3.9906)
H (-1.8433, 1.5202, -1.6228)
H (-2.6385, 0.1914, -2.4077)
H (-3.5106, 1.6771, -2.1951)
H (0.8002, 2.5332, -3.8234)
C (6.9323, 0.8030, -3.6728)
O (7.6282, 1.1028, -2.5031)
C (6.8304, 1.1347, -1.3327)
C (6.2679, 2.5424, -1.0496)
N (5.8158, 2.7205, 0.3196)
C (6.8797, 2.9817, 1.2777)
C (6.3014, 2.9423, 2.6699)
O (7.2258, 3.5371, 3.5676)
C (6.8411, 3.4458, 4.9163)
H (7.6472, 0.5202, -4.4466)
H (6.3761, 1.6781, -4.0338)
H (6.2562, -0.0554, -3.5658)
H (7.5084, 0.8859, -0.5103)
H (6.0368, 0.3821, -1.3818)
H (5.3699, 2.6413, -1.6742)
H (6.9851, 3.3080, -1.3363)
H (5.2608, 1.9219, 0.6154)
H (7.3637, 3.9328, 1.0425)
H (7.7003, 2.2466, 1.2144)
H (6.1699, 1.8886, 2.9587)
H (5.3268, 3.4414, 2.7014)
H (5.7858, 3.1632, 5.0042)
H (6.8835, 4.4382, 5.3803)
H (7.4896, 2.7701, 5.4745)
C (2.9030, 1.1635, -0.4506)
O (3.3734, 0.9578, 0.8632)
C (2.3934, 0.9694, 1.8504)
C (1.4407, -0.2102, 1.9770)
N (0.4370, 0.1990, 2.9399)
C (-0.2293, -0.8584, 3.6816)
C (-1.0610, -1.8582, 2.8766)
O (-2.2329, -1.3013, 2.3261)
C (-2.1301, -0.5933, 1.1264)
H (2.1828, 0.3854, -0.7329)
H (3.7674, 1.1433, -1.1066)
H (2.3588, 2.1060, -0.5978)
H (1.7859, 1.8935, 1.7959)
H (2.9009, 1.1431, 2.8047)
H (1.9646, -1.0722, 2.3994)
H (1.0490, -0.4867, 0.9879)
H (-0.2060, 0.8452, 2.5005)
H (-0.8388, -0.3880, 4.4525)
H (0.5855, -1.4321, 4.1389)
H (-1.3970, -2.6101, 3.5947)
H (-0.4376, -2.3054, 2.0927)
H (-2.1606, 0.4921, 1.2448)
H (-2.9953, -0.8529, 0.4978)
H (-1.3106, -0.9616, 0.4932)
C (-5.9159, -4.7344, 5.6197)
O (-4.5681, -4.3096, 5.5862)
C (-4.4012, -2.9258, 5.3500)
C (-4.6820, -2.4226, 3.9569)
N (-6.0980, -2.4457, 3.5334)
C (-6.3448, -1.6492, 2.3456)
C (-5.7422, -2.1629, 1.0395)
O (-6.4889, -3.2698, 0.5792)
C (-6.1530, -3.6511, -0.7256)
H (-5.8896, -5.7269, 6.0626)
H (-6.3648, -4.7295, 4.6273)
H (-6.5139, -4.0866, 6.2722)
H (-3.3462, -2.7095, 5.5312)
H (-5.0056, -2.3694, 6.0794)
H (-4.0956, -2.9747, 3.2104)
H (-4.2626, -1.4140, 3.9056)
H (-6.2520, -3.4109, 3.2530)
H (-5.9801, -0.6222, 2.4606)
H (-7.4237, -1.5372, 2.1982)
H (-4.7157, -2.5123, 1.2422)
H (-5.6371, -1.3427, 0.3167)
H (-6.6923, -3.0296, -1.4493)
H (-6.4361, -4.6934, -0.8767)
H (-5.0743, -3.6017, -0.9205)

Summary:
ΔE to the lowest compared entry with this formula, charge and spin = 0.0 kJ/mol
LUMO energy = 0.39 eV
Calculated total energy = -49323.966 eV
HOMO energy = -8.35 eV

---

Formula: C2H5FO
Source: the Open Molecules 2025 dataset
Level of theory: the ωB97M-V functional and the def2-TZVPD basis

Cartesian coordinates (Å):
O (0.9908, -1.2365, 0.1589)
C (0.5241, 0.0645, 0.3426)
C (-0.7891, 0.3109, -0.2472)
F (-1.7534, -0.6014, 0.3767)
H (1.3799, -1.1418, -0.7299)
H (1.2881, 0.7747, -0.0480)
H (0.5582, 0.2210, 1.4850)
H (-1.2457, 1.2189, 0.0233)
H (-0.9528, 0.3897, -1.3614)

Summary:
ΔE to the lowest compared entry with this formula, charge and spin = 68.0 kJ/mol
LUMO energy = 0.81 eV
Calculated total energy = -6918.906 eV
HOMO energy = -10.92 eV

---

Formula: C2H10N2O
Source: the Open Molecules 2025 dataset
Level of theory: the ωB97M-V functional and the def2-TZVPD basis

Cartesian coordinates (Å):
N (-1.6284, -1.8728, -0.3868)
C (-0.6173, -0.9429, 0.0349)
C (-1.0795, 0.5097, -0.1677)
N (-0.0578, 1.4720, 0.2476)
H (-2.2843, -2.1507, 0.2962)
H (-1.3588, -2.4954, -1.1055)
H (-0.3566, -1.0116, 1.1067)
H (0.3692, -1.0851, -0.4059)
H (-2.0226, 0.6575, 0.3679)
H (-1.2998, 0.6324, -1.2256)
H (-0.0956, 2.2989, -0.2994)
H (-0.1052, 1.6416, 1.2442)
O (3.0277, 0.6855, 0.1495)
H (2.3689, 0.0047, 0.1258)
H (2.5096, 1.4864, 0.3077)

Summary:
ΔE to the lowest compared entry with this formula, charge and spin = 41.8 kJ/mol
LUMO energy = 0.98 eV
Calculated total energy = -7263.490 eV
HOMO energy = -9.02 eV